Computed, not measured: an isolated molecule of C4H8O, with ωB97M-V with the def2-TZVPD basis set.

Properties
Kohn-Sham gap, eV: 10.69
Structure (SMILES): CC1COC1
Spin multiplicity: 1
Energy relative to the best compared isomer or geometry (same formula, charge and spin), kcal/mol: 32.6

Cartesian coordinates (Å):
1 C 1.41 0.58 0.34
2 C 0.16 -0.30 0.30
3 C -1.18 0.47 0.38
4 O -1.50 0.12 -0.98
5 C -0.47 -0.89 -1.01
6 H 2.31 0.02 0.07
7 H 1.57 0.96 1.37
8 H 1.33 1.45 -0.32
9 H 0.26 -1.10 1.03
10 H -1.13 1.56 0.54
11 H -1.91 0.05 1.08
12 H -0.84 -1.91 -0.83
13 H 0.00 -1.01 -1.98

These are the natural (NBO) partial charges, in e, on atoms 1 to 6:
1 C -0.61
2 C -0.25
3 C -0.06
4 O -0.53
5 C -0.06
6 H 0.21

Computed, not measured: an isolated molecule of C3H3FO3 in a non-equilibrium geometry, with ωB97M-V with the def2-TZVPD basis set.

Properties
Kohn-Sham gap, eV: 10.99
Structure (SMILES): C=C(F)C(=O)OO
Spin multiplicity: 1
Energy relative to the best compared isomer or geometry (same formula, charge and spin), kcal/mol: 95.6

Cartesian coordinates (Å):
1 C 1.98 -0.05 0.41
2 C 0.90 0.60 -0.01
3 C -0.61 -0.22 -0.06
4 O -0.64 -1.42 0.15
5 O -2.85 -0.14 -0.03
6 O -1.64 0.58 -0.26
7 F 0.90 1.93 -0.16
8 H 2.96 0.37 0.42
9 H 2.16 -1.05 0.40
10 H -3.17 -0.61 -0.86

These are the natural (NBO) partial charges, in e, on atoms 1 to 6:
1 C -0.46
2 C 0.33
3 C 0.73
4 O -0.56
5 O -0.41
6 O -0.23

Computed, not measured: a structure of composition C35H47BrF5NO3SSi3W in a non-equilibrium geometry, with ωB97M-V with the def2-TZVPD basis set.

Properties
Kohn-Sham gap (alpha / beta), eV: 6.69 / 6.10
Spin multiplicity: 2
Energy relative to the best compared isomer or geometry (same formula, charge and spin), kcal/mol: 5.1
Total charge: +1

Cartesian coordinates (Å):
1 W 0.02 0.06 0.17
2 C -0.33 3.45 1.42
3 Si -0.99 1.75 1.88
4 C -0.58 1.51 3.69
5 C -2.87 1.66 1.84
6 C -3.62 2.58 2.58
7 C -4.99 2.46 2.70
8 C -5.64 1.39 2.09
9 C -4.92 0.48 1.34
10 C -3.53 0.60 1.20
11 Si -2.63 -0.57 0.05
12 C -3.17 -2.33 0.31
13 C -3.25 -0.15 -1.68
14 H -0.04 3.98 2.33
15 H -1.07 4.05 0.89
16 H 0.56 3.40 0.78
17 H -1.19 2.22 4.26
18 H 0.47 1.70 3.91
19 H -0.84 0.51 4.05
20 H -3.12 3.41 3.08
21 H -5.56 3.18 3.28
22 H -6.72 1.28 2.19
23 H -5.45 -0.33 0.86
24 H -4.21 -2.39 -0.03
25 H -3.13 -2.67 1.34
26 H -2.60 -3.03 -0.31
27 H -4.07 -0.83 -1.89
28 H -2.50 -0.29 -2.46
29 H -3.64 0.87 -1.74
30 O 1.83 0.07 -3.26
31 C 1.24 0.53 -2.34
32 O 1.56 0.42 -1.05
33 C 0.03 1.43 -2.46
34 C -0.23 2.17 -3.58
35 C -1.26 3.10 -3.54
36 C -2.00 3.22 -2.38
37 C -1.71 2.41 -1.30
38 N -0.70 1.53 -1.32
39 H 0.39 2.02 -4.45
40 H -1.47 3.72 -4.39
41 H -2.81 3.94 -2.29
42 H -2.31 2.44 -0.40
43 S -1.00 -2.07 2.78
44 C -0.71 -1.11 1.62
45 F 0.97 -6.43 -1.82
46 C 0.62 -5.15 -1.71
47 C 1.25 -4.33 -0.80
48 F 2.22 -4.79 -0.02
49 C 0.85 -3.01 -0.71
50 F 1.46 -2.18 0.18
51 C -0.16 -2.46 -1.49
52 O -0.51 -1.17 -1.40
53 C -0.78 -3.31 -2.39
54 F -1.77 -2.85 -3.16
55 C -0.40 -4.64 -2.51
56 F -1.02 -5.43 -3.37
57 C 5.01 2.58 2.44
58 C 4.34 1.91 3.66
59 C 5.34 1.94 4.84
60 C 3.12 2.76 4.02
61 Si 3.98 0.08 3.33
62 Br 2.11 0.38 1.75
63 C 3.26 -0.92 4.76
64 C 2.44 -0.06 5.73
65 C 2.35 -2.07 4.30
66 C 4.46 -1.51 5.54
67 C 5.15 -0.84 2.16
68 C 6.56 -0.72 2.78
69 C 5.21 -0.29 0.72
70 C 4.78 -2.33 2.04
71 H 5.17 3.64 2.69
72 H 4.38 2.55 1.56
73 H 5.98 2.15 2.20
74 H 5.61 2.98 5.04
75 H 6.26 1.39 4.63
76 H 4.92 1.54 5.76
77 H 3.46 3.78 4.21
78 H 2.61 2.42 4.93
79 H 2.39 2.80 3.21
80 H 1.58 0.40 5.24
81 H 3.03 0.73 6.20
82 H 2.06 -0.70 6.52
83 H 1.51 -1.69 3.72
84 H 1.95 -2.56 5.19
85 H 2.87 -2.82 3.71
86 H 5.11 -0.73 5.96
87 H 5.07 -2.18 4.94
88 H 4.07 -2.09 6.38
89 H 6.93 0.30 2.79
90 H 7.26 -1.31 2.17
91 H 6.62 -1.11 3.80
92 H 5.56 0.74 0.66
93 H 4.26 -0.36 0.21
94 H 5.93 -0.90 0.16
95 H 4.83 -2.86 2.98
96 H 5.50 -2.80 1.36
97 H 3.79 -2.46 1.61

These are the Mulliken partial charges, in e, on atoms 1 to 6:
1 W 0.33
2 C -1.33
3 Si 0.55
4 C -0.94
5 C 0.67
6 C -1.06

Computed, not measured: an isolated molecule of C5H7FO2 in a non-equilibrium geometry, with ωB97M-V with the def2-TZVPD basis set.

Properties
Kohn-Sham gap, eV: 10.33
Structure (SMILES): C=C(F)[C@@H](C=O)CO
Spin multiplicity: 1
Energy relative to the best compared isomer or geometry (same formula, charge and spin), kcal/mol: 12.3

Cartesian coordinates (Å):
1 C -0.91 -1.00 -0.01
2 C 0.14 -0.17 0.67
3 C -0.46 1.15 1.29
4 C 1.29 0.18 -0.20
5 C 1.44 -0.03 -1.51
6 H -2.13 0.36 -0.43
7 H -1.62 -1.46 0.70
8 H -0.44 -1.85 -0.50
9 H 0.55 -0.72 1.50
10 H 0.27 1.79 1.82
11 H 0.81 -0.72 -1.97
12 H 2.22 0.38 -2.08
13 O -1.63 -0.30 -0.99
14 O -1.63 1.44 1.20
15 F 2.11 0.96 0.51

These are the natural (NBO) partial charges, in e, on atoms 1 to 6:
1 C -0.07
2 C -0.43
3 C 0.48
4 C 0.42
5 C -0.48
6 H 0.49

Computed, not measured: a cluster of 2 separate species, C5H9N2P in total in a non-equilibrium geometry, with ωB97M-V with the def2-TZVPD basis set.

Properties
Kohn-Sham gap (alpha / beta), eV: 7.22 / 7.67
Spin multiplicity: 1
Energy relative to the best compared isomer or geometry (same formula, charge and spin), kcal/mol: 124.9

Cartesian coordinates (Å):
1 C -1.35 0.48 -2.53
2 C -2.18 1.21 -1.56
3 C -0.48 -0.28 -1.86
4 C -1.61 0.87 -0.35
5 C 1.92 -1.18 2.39
6 N -0.57 0.05 -0.49
7 N 0.28 -0.50 0.33
8 P 1.09 0.25 1.57
9 H -1.67 0.28 -3.54
10 H -2.81 2.08 -1.67
11 H 0.46 -0.81 -2.08
12 H -1.88 1.29 0.63
13 H 2.75 -0.84 2.84
14 H 2.32 -1.82 1.61
15 H 1.38 -1.83 3.09
16 H 2.26 0.18 -0.91
17 H 0.09 0.57 2.52

These are the natural (NBO) partial charges, in e, on atoms 1 to 6:
1 C -0.28
2 C -0.28
3 C -0.07
4 C -0.07
5 C -0.92
6 N -0.17

Computed, not measured: a structure of composition C49H135ClN7O19Pt in a non-equilibrium geometry, with ωB97M-V with the def2-TZVPD basis set.

Properties
Kohn-Sham gap (alpha / beta), eV: 7.60 / 5.57
Spin multiplicity: 3
Total charge: +1

Cartesian coordinates (Å):
1 Pt 17.26 14.79 11.80
2 Cl 17.42 14.70 16.02
3 O 17.25 16.12 15.98
4 O 18.59 14.38 15.24
5 O 17.59 14.15 17.29
6 O 16.23 14.03 15.42
7 C 13.32 11.44 16.72
8 C 14.73 11.38 17.38
9 C 14.83 10.82 18.79
10 O 15.57 10.66 16.50
11 H 13.43 11.73 15.68
12 H 12.67 12.19 17.16
13 H 12.91 10.47 16.70
14 H 15.09 12.38 17.37
15 H 14.15 11.37 19.51
16 H 15.87 10.84 19.12
17 H 14.53 9.76 18.74
18 H 16.29 10.19 16.94
19 C 21.09 13.71 12.60
20 C 20.42 14.77 11.85
21 C 19.96 14.35 10.44
22 O 19.19 15.34 12.58
23 H 21.68 14.14 13.38
24 H 21.71 13.20 11.88
25 H 20.40 12.97 12.93
26 H 21.07 15.65 11.65
27 H 19.48 15.17 9.99
28 H 19.41 13.39 10.55
29 H 20.92 14.22 9.87
30 H 19.28 15.14 13.54
31 C 23.92 11.50 15.90
32 C 23.97 11.39 17.40
33 C 25.35 11.71 17.99
34 O 23.03 12.21 18.04
35 H 24.59 10.79 15.37
36 H 24.13 12.47 15.58
37 H 22.94 11.18 15.66
38 H 23.72 10.36 17.73
39 H 25.70 12.76 17.77
40 H 26.10 11.10 17.51
41 H 25.41 11.37 19.02
42 H 22.10 11.93 17.82
43 C 14.57 16.42 22.90
44 C 15.50 16.80 24.09
45 C 15.08 16.40 25.46
46 O 16.83 16.36 23.87
47 H 14.88 16.74 21.92
48 H 13.66 16.95 23.10
49 H 14.32 15.37 22.90
50 H 15.46 17.90 24.10
51 H 15.92 16.55 26.09
52 H 14.82 15.31 25.50
53 H 14.20 16.90 25.82
54 H 17.20 16.96 23.18
55 C 14.34 21.87 17.74
56 C 14.12 20.89 18.87
57 C 12.66 20.77 19.29
58 O 14.55 19.58 18.51
59 H 15.41 22.03 17.58
60 H 13.86 22.78 17.97
61 H 13.95 21.45 16.82
62 H 14.79 21.23 19.75
63 H 12.07 20.47 18.43
64 H 12.27 21.70 19.70
65 H 12.47 20.03 20.08
66 H 15.57 19.50 18.59
67 C 16.43 10.62 13.33
68 C 15.94 11.88 12.59
69 O 16.73 13.05 13.03
70 H 15.83 9.79 12.98
71 H 16.26 10.87 14.38
72 H 17.52 10.38 13.09
73 H 14.86 12.08 12.79
74 H 16.10 11.88 11.48
75 H 16.68 13.24 14.00
76 C 18.61 20.73 15.32
77 C 17.56 20.18 14.43
78 O 18.04 19.03 13.77
79 H 18.38 21.77 15.67
80 H 19.60 20.80 14.80
81 H 18.85 20.16 16.18
82 H 17.17 20.96 13.75
83 H 16.67 19.85 14.95
84 H 18.82 19.28 13.29
85 C 20.83 16.77 15.46
86 C 21.44 15.77 16.38
87 O 22.70 15.31 15.82
88 H 20.84 16.42 14.41
89 H 21.24 17.76 15.48
90 H 19.76 16.89 15.69
91 H 20.77 14.91 16.58
92 H 21.63 16.23 17.34
93 H 23.19 14.75 16.42
94 C 16.46 13.52 20.58
95 C 17.75 12.73 20.56
96 C 18.94 13.58 20.75
97 O 20.08 12.86 20.43
98 C 21.33 13.44 20.80
99 N 17.64 11.60 21.57
100 H 16.49 14.16 21.49
101 H 15.60 12.89 20.74
102 H 16.29 14.11 19.69
103 H 17.85 12.27 19.57
104 H 18.96 13.88 21.82
105 H 18.90 14.53 20.18
106 H 21.93 12.62 21.25
107 H 21.12 14.31 21.45
108 H 21.89 13.78 19.87
109 H 18.59 11.18 21.63
110 H 17.49 12.01 22.51
111 C 11.36 19.90 12.12
112 C 10.70 20.57 13.39
113 C 11.37 20.01 14.71
114 O 11.30 18.61 14.69
115 C 11.32 18.06 16.01
116 N 10.91 21.96 13.28
117 H 11.00 20.40 11.26
118 H 11.07 18.86 12.19
119 H 12.41 20.03 12.34
120 H 9.64 20.28 13.42
121 H 10.89 20.45 15.58
122 H 12.40 20.41 14.74
123 H 10.37 18.30 16.48
124 H 12.17 18.32 16.57
125 H 11.36 16.96 15.90
126 H 10.94 22.39 12.33
127 H 10.20 22.51 13.77
128 C 13.67 17.29 12.64
129 C 14.56 16.06 12.36
130 C 14.36 15.51 10.94
131 O 15.35 14.51 10.72
132 C 15.25 13.89 9.43
133 N 15.97 16.33 12.64
134 H 12.64 17.10 12.29
135 H 14.16 18.16 12.22
136 H 13.48 17.31 13.69
137 H 14.32 15.19 12.96
138 H 14.32 16.31 10.17
139 H 13.33 15.11 11.02
140 H 15.83 12.97 9.36
141 H 15.46 14.62 8.63
142 H 14.19 13.62 9.35
143 H 16.16 16.36 13.62
144 H 16.18 17.27 12.22
145 C 16.87 17.26 20.03
146 C 17.87 18.37 19.75
147 C 19.28 17.83 19.42
148 O 19.82 17.54 20.72
149 C 21.20 17.13 20.77
150 N 17.48 19.15 18.58
151 H 16.62 16.77 19.11
152 H 15.90 17.57 20.44
153 H 17.30 16.55 20.76
154 H 17.91 19.06 20.59
155 H 19.85 18.61 18.90
156 H 19.14 16.99 18.70
157 H 21.31 16.23 20.18
158 H 21.33 16.90 21.83
159 H 21.90 17.90 20.43
160 H 18.13 19.91 18.55
161 H 17.60 18.56 17.75
162 C 10.25 14.38 19.78
163 C 11.72 13.94 19.83
164 C 12.70 14.94 19.36
165 O 12.62 15.06 17.90
166 C 13.70 15.80 17.43
167 N 12.17 13.52 21.14
168 H 9.96 15.22 20.40
169 H 9.67 13.53 20.12
170 H 9.95 14.65 18.82
171 H 11.83 13.05 19.16
172 H 13.73 14.55 19.53
173 H 12.60 15.90 19.83
174 H 14.69 15.37 17.50
175 H 13.75 16.76 18.03
176 H 13.49 16.11 16.41
177 H 11.67 12.70 21.41
178 H 11.83 14.18 21.89
179 C 8.34 16.77 12.30
180 C 8.74 15.79 13.36
181 C 10.27 15.47 13.41
182 O 10.43 14.53 14.47
183 C 11.80 14.18 14.51
184 N 8.17 16.30 14.61
185 H 7.28 16.74 12.03
186 H 8.77 16.44 11.37
187 H 8.65 17.81 12.50
188 H 8.29 14.77 13.24
189 H 10.87 16.38 13.64
190 H 10.66 15.02 12.48
191 H 12.45 15.03 14.41
192 H 12.04 13.46 13.70
193 H 12.02 13.74 15.46
194 H 8.60 15.78 15.39
195 H 8.51 17.24 14.78
196 C 19.21 10.41 15.82
197 C 18.99 11.10 17.15
198 C 18.91 10.06 18.24
199 O 17.78 9.24 17.99
200 C 17.47 8.37 19.08
201 N 20.11 12.00 17.41
202 H 18.44 9.61 15.71
203 H 20.29 10.04 15.74
204 H 19.06 11.07 14.96
205 H 18.05 11.64 17.04
206 H 18.86 10.49 19.25
207 H 19.79 9.33 18.23
208 H 18.43 7.89 19.56
209 H 16.85 7.53 18.64
210 H 16.97 8.92 19.93
211 H 20.00 12.76 16.75
212 H 19.93 12.48 18.25

These are the Mulliken partial charges, in e, on atoms 1 to 6:
1 Pt 3.39
2 Cl 0.64
3 O -0.75
4 O -0.43
5 O -0.05
6 O -0.54

Computed, not measured: a structure of composition C20H50DyNO2P2Si4 in a non-equilibrium geometry, with ωB97M-V with the def2-TZVPD basis set.

Properties
Kohn-Sham gap (alpha / beta), eV: 5.83 / 4.64
Spin multiplicity: 6
Energy relative to the best compared isomer or geometry (same formula, charge and spin), kcal/mol: 55.0
Total charge: +2

Cartesian coordinates (Å):
1 Dy -1.44 0.75 -0.62
2 P -1.30 -0.82 -2.77
3 C -3.19 -0.93 -2.60
4 C -3.96 0.38 -2.35
5 N -3.58 1.15 -1.28
6 C -4.23 2.32 -1.03
7 C -5.30 2.73 -1.81
8 C -5.61 2.07 -2.98
9 C -4.93 0.86 -3.21
10 C -3.84 3.05 0.23
11 P -2.18 2.78 1.09
12 H -5.16 0.32 -4.11
13 H -5.81 3.66 -1.52
14 H -6.39 2.45 -3.65
15 H -3.95 4.15 0.17
16 H -4.55 2.74 1.03
17 H -3.49 -1.43 -3.47
18 H -3.37 -1.57 -1.73
19 H -1.26 3.16 -2.25
20 O -0.67 2.47 -2.09
21 H 0.18 2.79 -2.44
22 H 3.59 0.62 -0.07
23 O 2.78 0.70 -0.60
24 H 2.93 0.20 -1.40
25 C -1.40 4.42 0.82
26 H -2.10 5.13 0.36
27 H -1.06 4.86 1.77
28 H -0.52 4.35 0.16
29 C -2.67 2.91 2.86
30 H -2.08 3.70 3.36
31 H -3.75 3.14 2.90
32 H -2.47 1.95 3.36
33 C -0.92 -2.52 -3.24
34 H -1.02 -2.69 -4.32
35 H 0.11 -2.78 -3.00
36 H -1.56 -3.26 -2.76
37 C -1.21 0.00 -4.40
38 H -0.16 0.00 -4.73
39 H -1.83 -0.53 -5.14
40 H -1.55 1.04 -4.37
41 C 0.27 0.87 2.98
42 Si 0.23 -0.73 1.99
43 C 0.60 -2.18 3.13
44 C -1.48 -1.04 1.25
45 Si 2.00 -0.88 0.65
46 Si 4.10 0.08 1.83
47 C 4.02 -1.18 3.15
48 C 5.86 0.14 1.24
49 C 3.66 1.79 2.41
50 Si 2.31 -2.97 -0.32
51 C 3.58 -3.86 0.75
52 C 0.65 -3.86 -0.26
53 C 2.86 -2.86 -2.12
54 H -0.65 0.97 3.57
55 H 0.42 1.75 2.35
56 H 1.13 0.82 3.66
57 H -0.32 -2.44 3.66
58 H 0.97 -3.06 2.60
59 H 1.36 -1.89 3.86
60 H -2.21 -0.20 1.28
61 H -1.47 -1.51 0.24
62 H -1.94 -1.82 1.88
63 H 3.71 -2.17 2.80
64 H 5.03 -1.27 3.56
65 H 3.37 -0.86 3.98
66 H 5.98 -0.08 0.17
67 H 6.27 1.14 1.48
68 H 6.41 -0.61 1.83
69 H 3.00 2.34 1.72
70 H 3.20 1.78 3.41
71 H 4.59 2.37 2.49
72 H 3.13 -4.20 1.69
73 H 3.93 -4.73 0.18
74 H 4.44 -3.22 1.00
75 H -0.12 -3.35 -0.85
76 H 0.84 -4.86 -0.70
77 H 0.27 -3.98 0.76
78 H 2.15 -2.31 -2.76
79 H 3.85 -2.39 -2.20
80 H 2.94 -3.90 -2.48

These are the Mulliken partial charges, in e, on atoms 1 to 6:
1 Dy -0.95
2 P 1.38
3 C -1.61
4 C 0.76
5 N 0.14
6 C 0.50

Q: Which E values were calculated for the entries above? A: -232.3937 -441.5458 -6049.3139 -445.0139 -646.5552 -4339.5182 -3722.4933, in Eh.